w.
H34O17 | ωB97M-V with the def2-TZVPD basis set

The calculation puts the HOMO-LUMO gap at 11.1 eV. The value obtained for the HOMO energy is -11.1 eV.

Positions of all 51 atoms, in Å:
1 H -1.315 0.955 -4.058
2 O 1.478 -3.412 -0.180
3 O 3.234 2.223 -0.745
4 H 1.090 -3.269 -3.220
5 H 2.462 0.658 0.579
6 O 0.244 1.481 -1.538
7 O 3.250 -1.195 -2.091
8 H 2.762 3.064 -0.820
9 H 2.605 -1.863 -1.856
10 H 1.969 5.069 -1.443
11 H -4.508 3.575 1.101
12 O -4.665 3.152 1.949
13 H 5.330 -1.638 0.945
14 H 4.185 2.310 -0.685
15 O -0.034 -2.641 2.718
16 H -0.044 -1.700 2.933
17 O -2.500 0.178 4.223
18 H 1.591 1.075 2.638
19 O 5.338 -1.398 0.018
20 H -1.326 -1.683 0.185
21 H 0.223 -3.865 -4.304
22 H -2.722 1.435 -4.568
23 H -2.435 -1.460 -0.630
24 H -2.263 -5.486 -0.713
25 H -2.869 0.054 1.039
26 O -2.234 -1.353 0.312
27 O -1.374 3.153 0.484
28 O 1.250 1.762 3.227
29 H -3.091 0.652 4.818
30 H 0.723 0.823 -1.056
31 O 0.197 -3.237 -3.574
32 H -1.494 -4.477 -1.710
33 H 0.613 4.404 -1.432
34 H 1.640 -0.119 -0.151
35 H -0.886 3.187 1.312
36 O 1.476 4.352 -1.853
37 O -1.904 -4.612 -0.853
38 H 0.980 -3.760 0.568
39 O -2.137 0.684 -4.462
40 O -3.539 0.678 1.408
41 H 2.398 -3.405 0.083
42 H -2.145 2.614 0.666
43 H -0.012 -2.994 3.613
44 H -0.291 2.095 -1.029
45 H 4.442 -1.286 -0.313
46 H -3.039 1.377 1.840
47 H -3.081 0.086 3.452
48 H 2.077 2.094 3.594
49 H -5.151 2.365 1.705
50 H 2.767 -0.414 -2.385
51 O 1.768 0.004 0.790

---

x.
H34O17 | ωB97M-V with the def2-TZVPD basis set

The calculation puts the HOMO-LUMO gap at 10.6 eV. The value obtained for the HOMO energy is -10.7 eV.

Positions of all 51 atoms, in Å:
1 H -0.911 2.231 -1.910
2 O -0.606 -2.992 2.184
3 H 1.613 -2.916 -5.148
4 O 2.109 1.145 -1.220
5 H 1.412 1.315 4.342
6 H -3.882 -4.204 1.825
7 O -2.561 0.351 -1.616
8 O 4.516 1.135 1.043
9 H -1.274 2.602 -3.376
10 O 0.453 -1.144 -0.027
11 H -1.394 4.039 1.583
12 H 1.870 -0.771 -2.873
13 H -1.347 -3.039 1.562
14 O 0.087 4.521 3.917
15 O 2.063 -1.443 -2.188
16 H 0.881 -1.504 -0.864
17 H 2.284 -2.306 -2.437
18 O -3.452 -3.457 2.282
19 H 3.411 -2.560 2.180
20 H -0.092 3.623 4.123
21 H 1.186 -1.444 -5.257
22 H 1.488 1.237 2.036
23 H -0.685 0.372 -4.920
24 H 1.768 0.542 -0.513
25 O -2.236 3.571 1.492
26 O 3.727 -3.140 2.910
27 H -4.140 -2.741 2.172
28 H 5.470 1.431 1.155
29 H 0.577 -1.858 0.702
30 H 4.192 -2.636 3.574
31 O 2.163 1.055 4.903
32 O -5.369 -0.325 0.493
33 H -6.105 -0.566 -0.100
34 O -1.525 2.684 -2.488
35 H 0.640 0.155 2.310
36 H -1.159 -3.611 2.684
37 O 0.754 1.052 2.608
38 O 0.153 0.794 -5.299
39 H 4.162 0.766 1.858
40 O -0.924 -1.121 -3.448
41 H -1.102 -0.446 -2.852
42 H -0.788 4.925 3.770
43 H -1.931 2.703 1.762
44 H -4.640 0.081 0.060
45 H -0.153 1.402 -5.978
46 H -1.868 -1.187 -3.680
47 H -3.193 0.766 -2.158
48 H 1.659 1.096 5.727
49 H 3.033 1.047 -1.148
50 H -2.130 0.819 -0.886
51 O 1.798 -2.048 -4.872

---

Stability check: which of them is most stable? w.

---

w.
H34O17 | ωB97M-V with the def2-TZVPD basis set

The calculation puts the HOMO-LUMO gap at 10.5 eV. The value obtained for the HOMO energy is -10.7 eV.

Positions of all 51 atoms, in Å:
1 H -2.043 -0.969 1.070
2 H -2.735 -4.238 -0.483
3 O 3.137 2.682 1.617
4 H -1.720 -0.436 -5.605
5 H -0.728 -1.042 -4.601
6 H -3.032 -4.015 -2.018
7 O -0.558 1.395 5.075
8 H 4.195 -1.626 -3.132
9 H -1.261 -1.293 -1.812
10 O 2.013 0.711 4.959
11 O -0.258 1.518 -1.442
12 H -1.884 2.410 -3.660
13 H 0.195 0.782 5.070
14 H -3.036 3.191 -0.200
15 H 2.450 3.390 1.776
16 O -2.333 -0.105 1.107
17 O -0.889 -0.802 -5.532
18 H 0.775 1.672 -1.563
19 H 0.951 -4.245 -1.356
20 H -2.221 0.418 4.563
21 H -0.337 -5.483 0.662
22 H -0.174 1.113 -0.597
23 H 2.143 -2.954 -1.338
24 H 1.674 -1.124 4.394
25 O -0.619 -4.791 0.090
26 H 0.561 1.690 -3.926
27 H -0.750 -2.393 -1.157
28 H -3.186 0.031 1.674
29 O 3.798 -2.284 -2.395
30 H -0.129 2.007 5.678
31 O 2.475 5.152 0.572
32 O -2.606 3.662 -0.944
33 O -2.644 -4.508 -1.397
34 H 0.455 -2.144 4.336
35 H 2.396 5.543 -0.273
36 H -0.820 -4.930 -0.841
37 H 0.687 0.386 -2.899
38 H -1.349 3.668 -4.380
39 H 3.965 2.946 1.203
40 O -1.604 -2.138 -1.547
41 H 2.379 1.283 5.707
42 H 2.172 1.350 4.235
43 O 1.179 1.032 -3.621
44 H -3.326 4.383 -1.068
45 H 2.111 5.764 1.141
46 O -2.370 -0.400 4.212
47 H -1.738 -0.545 3.618
48 H 3.026 -2.572 -2.899
49 O 1.615 -3.761 -1.775
50 O 1.505 -2.094 4.250
51 O -1.507 2.710 -4.545

---

x.
H34O17 | ωB97M-V with the def2-TZVPD basis set

The calculation puts the HOMO-LUMO gap at 10.0 eV. The value obtained for the HOMO energy is -10.6 eV.

Positions of all 51 atoms, in Å:
1 H -0.430 -0.356 0.015
2 H -2.116 1.410 2.993
3 H -4.683 0.485 -1.547
4 H 2.675 2.190 0.612
5 H -0.953 -3.159 -1.612
6 H 3.787 2.489 2.976
7 O -3.994 0.584 -0.711
8 H -0.181 0.247 3.756
9 H -3.158 -3.666 -1.752
10 O 2.374 -1.531 -1.910
11 O -2.407 3.077 -2.930
12 O -0.034 -2.969 -1.404
13 H -2.119 -0.890 1.138
14 H -3.308 -1.156 0.157
15 H -2.341 -2.482 -1.115
16 O 5.741 0.999 -0.199
17 O -1.854 -3.114 2.683
18 H 3.086 2.993 4.128
19 O 2.020 -2.729 3.445
20 H 0.486 1.375 -4.134
21 H 5.743 0.476 0.569
22 H 2.420 -3.483 2.886
23 O -0.753 -0.519 3.847
24 H 1.947 -1.064 -1.203
25 H -2.249 -2.587 3.387
26 O 3.750 2.367 3.906
27 H -1.731 2.283 -2.917
28 H -0.510 0.982 -5.161
29 O 2.515 0.970 -4.007
30 H -2.404 -3.873 2.640
31 H 1.860 -2.237 -2.425
32 H -3.492 -0.258 -1.014
33 H 0.789 -0.972 0.687
34 H 6.243 0.358 -0.804
35 O -3.308 -2.847 -1.340
36 H 1.946 1.074 -0.221
37 H -1.432 3.329 0.096
38 O -2.026 3.727 0.681
39 H -1.221 1.334 1.848
40 O 2.624 1.739 -0.219
41 H 1.674 -2.256 2.708
42 H 1.868 1.633 -4.370
43 O -0.439 1.602 -4.500
44 H -0.282 -1.236 3.635
45 H -2.696 3.295 -2.049
46 O -2.378 -1.249 0.336
47 H 2.629 1.452 -3.159
48 O 0.482 -0.099 0.506
49 O -2.080 1.676 2.037
50 H -2.130 3.136 1.346
51 H 0.045 -2.550 -2.317

---

y.
H34O17 | ωB97M-V with the def2-TZVPD basis set

The calculation puts the HOMO-LUMO gap at 10.6 eV. The value obtained for the HOMO energy is -10.8 eV.

Positions of all 51 atoms, in Å:
1 O -1.146 3.529 -3.609
2 O -1.538 -1.392 4.315
3 O -0.741 -1.151 -0.682
4 H 1.881 1.859 3.277
5 H 2.201 3.496 2.011
6 H 1.162 2.172 -0.059
7 O 1.004 5.116 2.155
8 O 0.333 -2.645 2.832
9 O 0.883 -3.653 -2.138
10 H 3.595 2.891 1.400
11 H -2.467 -1.161 4.379
12 H 0.820 0.991 -5.476
13 H 0.594 -4.559 -2.024
14 O -2.420 -3.684 -2.009
15 H -1.666 2.748 2.604
16 H 0.877 -1.859 2.844
17 H -2.677 -2.434 1.952
18 O 1.348 0.911 -4.695
19 H -1.547 -3.968 -2.279
20 O 0.787 -5.128 0.115
21 H -2.268 4.955 -0.286
22 H -2.329 -3.256 -1.157
23 H 1.326 -5.495 0.820
24 H -1.001 -0.600 4.397
25 O 0.423 1.561 -0.197
26 O -0.505 -1.275 -4.989
27 H -0.919 -0.978 0.238
28 H 1.100 -4.219 0.057
29 H 0.246 -2.939 -2.116
30 O -2.511 4.077 0.015
31 H 1.369 5.524 1.365
32 H 2.348 -2.004 -1.090
33 H -1.069 2.571 -3.677
34 H -0.077 -2.129 -4.902
35 O -1.102 2.135 3.076
36 O 2.700 2.755 1.658
37 H -0.176 -0.498 -1.101
38 O 1.796 1.287 4.042
39 H -0.273 2.202 -0.228
40 H 2.198 1.340 -4.725
41 H -0.053 -0.683 -4.379
42 O -2.675 -1.625 1.412
43 H -3.084 3.693 -0.653
44 H -0.192 2.280 2.813
45 H -1.889 -1.936 0.929
46 H 0.068 4.986 1.966
47 H 3.609 -1.482 -1.709
48 O 2.904 -1.226 -1.110
49 H -1.036 3.821 -4.518
50 H -0.504 -2.401 3.275
51 H 2.340 0.503 3.981

---

Stability check: which of them is most stable? y.

---

w.
C2H5PS | ωB97M-V with the def2-TZVPD basis set

The calculation puts the HOMO-LUMO gap (alpha / beta) at 5.8 / 5.8 eV. The value obtained for the HOMO energy (alpha / beta) is -8.1 / -8.1 eV.

Positions of all 9 atoms, in Å:
1 H -1.533 0.788 1.125
2 H 0.581 -2.190 0.460
3 H 3.452 -0.721 0.267
4 H -2.914 0.603 -0.172
5 S -1.358 -1.195 -0.268
6 C -1.822 0.483 0.106
7 H -1.194 1.107 -0.609
8 P 2.131 -0.202 -0.056
9 C 1.576 -1.598 0.461

---

x.
C2H5PS | ωB97M-V with the def2-TZVPD basis set

The calculation puts the HOMO-LUMO gap at 8.4 eV. The value obtained for the HOMO energy is -8.3 eV.

Positions of all 9 atoms, in Å:
1 H -0.125 -0.934 -1.431
2 C -1.289 0.513 0.993
3 H -1.860 1.448 1.191
4 H -1.100 -0.045 1.820
5 S 0.340 1.177 0.391
6 H -1.493 -0.057 0.123
7 H 2.142 -1.564 -1.556
8 C 0.891 -0.081 -0.653
9 P 2.494 -0.457 -0.878

---

Stability check: which of them is most stable? x.

---

w.
C10H11BO2 | ωB97M-V with the def2-TZVPD basis set

The calculation puts the HOMO-LUMO gap (alpha / beta) at 7.3 / 7.4 eV. The value obtained for the HOMO energy (alpha / beta) is -7.7 / -7.6 eV.

Positions of all 24 atoms, in Å:
1 H -2.081 -1.635 -1.532
2 H -2.572 -0.225 -0.016
3 H -1.248 2.029 3.939
4 H 2.013 -2.454 -1.282
5 H -0.564 -1.954 -0.927
6 C 0.696 0.525 0.848
7 C -1.091 -1.099 -1.227
8 C 1.413 1.085 1.960
9 C -0.799 0.479 0.839
10 H -0.312 0.438 -2.691
11 O 2.389 -1.637 -1.785
12 O 2.402 0.575 -2.381
13 B 2.034 -0.343 -1.449
14 C 0.837 1.555 3.087
15 H 2.563 0.971 1.759
16 C -0.605 1.580 3.091
17 H 2.563 0.245 -3.312
18 C -1.578 -0.205 -0.060
19 H 1.245 2.005 3.955
20 C 1.570 0.040 -0.029
21 C -0.182 -0.613 -2.295
22 H -2.304 1.197 2.029
23 C -1.310 1.157 2.022
24 H 0.378 -1.311 -2.946

---

x.
C10H11BO2 | ωB97M-V with the def2-TZVPD basis set

The structure (SMILES) is CC1=Cc2ccccc2C1.O=BO. The calculation puts the HOMO-LUMO gap at 8.5 eV. The value obtained for the HOMO energy is -8.3 eV.

Positions of all 24 atoms, in Å:
1 B 4.318 -0.384 -0.180
2 H 0.662 3.836 0.132
3 H -1.500 -3.450 1.057
4 C -1.255 2.969 -0.243
5 C -1.401 0.603 -0.063
6 H -3.064 1.854 -0.579
7 H 2.782 -0.569 -1.401
8 C -0.798 -3.111 0.295
9 C 0.092 2.918 0.084
10 C -1.948 -0.792 -0.086
11 C -0.038 0.549 0.273
12 C -2.015 1.809 -0.320
13 O 3.392 -1.031 -0.832
14 O 5.177 0.136 0.473
15 H 0.184 -3.521 0.516
16 H -2.361 -1.058 -1.063
17 H -2.747 -0.924 0.647
18 C -0.742 -1.625 0.253
19 H 1.767 1.672 0.605
20 H -1.137 -3.501 -0.665
21 H 1.311 -1.173 0.732
22 C 0.323 -0.839 0.465
23 H -1.717 3.925 -0.445
24 C 0.716 1.709 0.348

---

Stability check: which of them is most stable? x.

---

w.
C3HN3O2 | ωB97M-V with the def2-TZVPD basis set

The calculation puts the HOMO-LUMO gap (alpha / beta) at 8.6 / 7.8 eV. The value obtained for the HOMO energy (alpha / beta) is -10.3 / -10.5 eV.

Positions of all 9 atoms, in Å:
1 N -0.358 -0.170 1.663
2 H 0.532 -1.149 -0.227
3 C 1.256 0.675 -0.851
4 O -1.068 -1.086 1.819
5 C 0.319 -0.240 -0.782
6 N 1.969 1.581 -0.701
7 N -1.986 -0.097 -1.815
8 C -0.929 -0.172 -1.356
9 O 0.264 0.656 2.250

---

x.
C3HN3O2 | ωB97M-V with the def2-TZVPD basis set

The structure (SMILES) is N#Cc1n[nH]c(=O)o1. The calculation puts the HOMO-LUMO gap at 10.2 eV. The value obtained for the HOMO energy is -10.3 eV.

Positions of all 9 atoms, in Å:
1 C 1.034 0.974 0.000
2 C -0.774 -0.247 -0.001
3 N 1.310 -0.384 0.000
4 N 0.182 -1.111 -0.001
5 C -2.153 -0.546 -0.001
6 N -3.270 -0.788 0.002
7 O 1.790 1.889 0.001
8 O -0.333 1.040 -0.001
9 H 2.213 -0.827 0.000

---

Stability check: which of them is most stable? x.

---

w.
CH10N2O2 | ωB97M-V with the def2-TZVPD basis set

The structure (SMILES) is NCN.O.O. The calculation puts the HOMO-LUMO gap at 9.2 eV. The value obtained for the HOMO energy is -8.8 eV.

Positions of all 15 atoms, in Å:
1 N -0.782 -0.058 -0.258
2 H 1.307 -2.478 -1.480
3 O -0.268 2.367 -1.778
4 H 0.004 0.953 1.683
5 H -0.528 -1.855 1.477
6 H -0.412 -0.685 2.733
7 H 0.339 -1.491 -0.786
8 H -0.759 0.772 -0.843
9 H -1.718 -0.080 0.144
10 O 1.095 -2.153 -0.605
11 H 0.582 2.275 -2.273
12 N -0.032 -1.034 1.796
13 H 0.057 3.045 -1.120
14 H 1.022 0.270 0.421
15 C 0.092 0.153 0.888

---

x.
CH10N2O2 | ωB97M-V with the def2-TZVPD basis set

The structure (SMILES) is NCN.O.O. The calculation puts the HOMO-LUMO gap at 9.9 eV. The value obtained for the HOMO energy is -9.4 eV.

Positions of all 15 atoms, in Å:
1 N -1.374 -0.292 1.642
2 O 0.907 -3.010 -1.581
3 H -1.870 0.433 1.186
4 H 0.700 -2.224 1.834
5 O -1.157 4.975 -3.081
6 H 1.618 -2.588 -2.188
7 C 0.156 -0.235 1.654
8 H 0.450 0.718 1.096
9 H -1.782 -1.135 1.351
10 H -0.513 4.792 -3.740
11 H 0.444 -0.361 2.688
12 N 0.850 -1.473 1.134
13 H 1.849 -1.290 1.222
14 H -0.996 4.232 -2.465
15 H 0.717 -2.542 -0.751

---

Stability check: which of them is most stable? w.

---

w.
CH10N2O2 | ωB97M-V with the def2-TZVPD basis set

The structure (SMILES) is NCN.O.O. The calculation puts the HOMO-LUMO gap at 10.3 eV. The value obtained for the HOMO energy is -9.7 eV.

Positions of all 15 atoms, in Å:
1 N -0.596 1.143 0.418
2 H 1.771 -0.879 -3.992
3 H -0.529 -0.678 -0.640
4 H 2.006 0.580 -0.047
5 C 0.086 -0.107 0.045
6 H 1.192 0.560 -1.495
7 N 1.362 0.079 -0.625
8 H 0.944 -1.004 -2.751
9 H 0.225 -0.764 0.912
10 H -1.122 -0.599 4.192
11 H -1.577 0.930 0.540
12 O -1.642 0.069 3.736
13 H -0.230 1.418 1.321
14 H -2.069 -0.382 3.009
15 O 0.856 -0.978 -3.700

---

x.
CH10N2O2 | ωB97M-V with the def2-TZVPD basis set

The structure (SMILES) is NCN.O.O. The calculation puts the HOMO-LUMO gap at 10.2 eV. The value obtained for the HOMO energy is -9.5 eV.

Positions of all 15 atoms, in Å:
1 H 2.048 3.287 1.886
2 H -1.606 -2.090 1.613
3 H -0.978 0.483 0.376
4 H -1.825 -2.307 0.025
5 N -1.769 -1.600 0.760
6 H 0.806 4.078 2.043
7 O 0.356 -0.101 -3.402
8 N 0.460 -0.981 -0.391
9 C -0.667 -0.558 0.575
10 H -0.122 -0.437 1.562
11 H 0.647 -1.781 0.191
12 H 1.236 -0.396 -0.421
13 O 1.223 3.478 1.452
14 H 0.319 -1.053 -3.688
15 H -0.129 -0.022 -2.581

---

Stability check: which of them is most stable? w.

---

w.
C2H4Cl2O | ωB97M-V with the def2-TZVPD basis set

The calculation puts the HOMO-LUMO gap at 9.8 eV. The value obtained for the HOMO energy is -9.3 eV.

Positions of all 9 atoms, in Å:
1 H -1.472 -1.283 -0.992
2 Cl 1.786 -0.868 1.373
3 Cl -1.303 -0.541 1.145
4 H -1.180 0.472 -0.952
5 C -1.815 -0.322 -0.537
6 O 2.361 1.160 -0.039
7 H -2.936 -0.287 -0.690
8 C 1.477 0.264 0.099
9 H 3.082 1.406 0.593

---

x.
C2H4Cl2O | ωB97M-V with the def2-TZVPD basis set

The structure (SMILES) is O[C@H](Cl)CCl. The calculation puts the HOMO-LUMO gap at 11.5 eV. The value obtained for the HOMO energy is -11.0 eV.

Positions of all 9 atoms, in Å:
1 Cl -1.984 0.589 0.026
2 C -0.295 -0.277 0.396
3 H -1.091 -1.973 0.199
4 O -0.313 -1.461 -0.218
5 Cl 2.513 0.369 0.092
6 H -0.458 -0.111 1.521
7 H 0.440 0.443 -1.405
8 H 0.503 1.746 -0.248
9 C 0.687 0.677 -0.363

---

Stability check: which of them is most stable? x.